Run one
Computed, not measured: the ion C4H10NO2 with charge +1, with the ωB97M-V functional and the def2-TZVPD basis.

CARTESIAN COORDINATES (ANGSTROEM)
C -2.079 -1.031 -0.541
C -1.035 -0.034 0.323
C 0.266 -0.685 0.730
C 1.350 -0.295 -0.347
N -1.087 1.362 0.213
O 2.598 -0.786 0.051
O 1.360 1.096 -0.536
H -2.922 -0.611 -0.793
H -1.838 -2.024 -0.362
H 0.545 -0.389 1.717
H 0.075 -1.800 0.666
H 1.018 -0.788 -1.258
H -1.849 1.662 -0.584
H -0.082 1.576 -0.097
H -1.214 1.889 1.080
H 2.961 -0.567 0.958
H 1.933 1.426 -1.218

SMILES: C=C([NH3+])CC(O)O
highest occupied orbital energy (spin up / spin down): -0.4925 / -0.4904 hartree
2S+1: 1
E_LUMO (spin up / spin down): -4.4 / -4.4 eV
Kohn-Sham gap (spin up / spin down): 9.01 / 8.97 eV
charge: +1

Computed Mulliken charges, given in elementary charges:
1 C -0.91
2 C 0.12
3 C -0.75
4 C 0.23
5 N -0.17
6 O -0.51
7 O -0.55
8 H 0.40
9 H 0.31
10 H 0.40
11 H 0.28
12 H 0.33
13 H 0.41
14 H 0.33
15 H 0.38
16 H 0.37
17 H 0.33

***

Run two
Computed, not measured: a cluster of 2 separate species, C4H10NO2 in total, with the ωB97M-V functional and the def2-TZVPD basis.

CARTESIAN COORDINATES (ANGSTROEM)
O -0.854 0.292 -0.551
C -0.036 1.100 -0.880
C 1.314 1.039 -0.263
C 1.837 0.009 0.548
C 3.005 -0.728 -0.197
O 0.981 -0.927 1.094
N -5.010 -0.469 0.224
H -0.236 1.903 -1.607
H 2.069 1.729 -0.632
H 2.286 0.495 1.451
H 3.180 -1.591 0.444
H 2.694 -1.080 -1.179
H 3.940 -0.189 -0.212
H 0.079 -0.820 0.749
H -5.084 0.196 0.980
H -5.083 0.007 -0.669
H -5.764 -1.133 0.318

highest occupied orbital energy: -0.4459 hartree
2S+1: 1
E_LUMO: -8.5 eV
Kohn-Sham gap: 3.66 eV
charge: +1

Computed Mulliken charges, given in elementary charges:
1 O -0.39
2 C 0.08
3 C -0.17
4 C 0.51
5 C -1.15
6 O -0.49
7 N -0.65
8 H 0.38
9 H 0.41
10 H 0.27
11 H 0.36
12 H 0.36
13 H 0.40
14 H 0.40
15 H 0.22
16 H 0.22
17 H 0.23

***

Run three
Computed, not measured: the ion C4H10NO2 with charge +1, with the ωB97M-V functional and the def2-TZVPD basis.

CARTESIAN COORDINATES (ANGSTROEM)
O -0.480 1.923 0.159
C -1.031 0.967 -0.320
C -0.185 -0.208 -0.799
C 1.042 -0.486 0.110
C 0.746 -1.058 1.493
O -0.645 -1.201 1.653
N 0.384 0.207 -2.198
H -2.129 1.049 -0.473
H -0.851 -1.065 -0.637
H 1.510 0.527 0.243
H 1.830 -0.901 -0.554
H 1.058 -0.352 2.300
H 1.352 -1.943 1.719
H -0.961 -0.681 2.400
H 1.244 -0.259 -2.501
H -0.423 0.091 -2.806
H 0.685 1.175 -2.069

SMILES: [NH3+][C@H](C=O)CCO
highest occupied orbital energy: -0.5328 hartree
2S+1: 1
E_LUMO: -4.2 eV
Kohn-Sham gap: 10.30 eV
charge: +1

Computed Mulliken charges, given in elementary charges:
1 O -0.40
2 C -0.20
3 C -0.09
4 C -0.65
5 C -0.43
6 O -0.55
7 N -0.27
8 H 0.45
9 H 0.44
10 H 0.33
11 H 0.35
12 H 0.29
13 H 0.29
14 H 0.33
15 H 0.35
16 H 0.36
17 H 0.39

***

Which one is most stable, and which one is least stable? run three is the most stable of them, while run two is the least stable.

***

Run one
Computed, not measured: a cluster of 2 separate species, C4H14NO in total, with the ωB97M-V functional and the def2-TZVPD basis.

CARTESIAN COORDINATES (ANGSTROEM)
C 0.501 1.150 -1.796
C 1.431 0.574 -0.748
N 0.812 0.436 0.664
C -0.560 -0.176 0.759
C -1.527 0.738 1.508
H 0.856 1.060 -2.818
H 0.394 2.206 -1.530
H -0.493 0.708 -1.878
H 1.746 -0.449 -0.965
H 2.392 1.092 -0.743
H 0.630 1.401 0.958
H 1.536 0.005 1.232
H -0.486 -1.196 1.105
H -0.905 -0.196 -0.265
H -1.406 1.796 1.222
H -2.534 0.591 1.101
H -1.603 0.652 2.590
H -0.014 -3.831 -0.780
H -0.516 -3.477 0.608
O -0.254 -3.081 -0.224

highest occupied orbital energy: -0.5593 hartree
2S+1: 1
E_LUMO: -3.0 eV
Kohn-Sham gap: 12.20 eV
charge: +1

Computed Mulliken charges, given in elementary charges:
1 C -1.09
2 C -0.49
3 N -0.13
4 C -0.08
5 C -1.21
6 H 0.38
7 H 0.30
8 H 0.37
9 H 0.35
10 H 0.38
11 H 0.37
12 H 0.37
13 H 0.21
14 H 0.16
15 H 0.42
16 H 0.35
17 H 0.33
18 H 0.31
19 H 0.31
20 O -0.61

***

Run two
Computed, not measured: a cluster of 2 separate species, C4H14NO in total, with the ωB97M-V functional and the def2-TZVPD basis.

CARTESIAN COORDINATES (ANGSTROEM)
C 1.391 -0.463 1.022
C 0.550 0.654 0.605
N -0.168 0.333 -0.637
C 0.779 0.267 -1.822
C -0.394 1.110 1.730
H 2.248 -0.646 0.355
H 0.790 -1.410 0.922
H 1.587 -0.697 2.130
H 1.448 1.287 0.436
H -0.819 -0.442 -0.801
H -0.657 1.175 -0.867
H 1.843 0.932 -1.956
H 1.229 -0.772 -1.708
H 0.045 0.306 -2.692
H 0.284 1.002 2.607
H -1.161 0.483 1.976
H -0.829 2.040 1.533
H -3.024 -1.963 -0.327
H -2.852 -1.529 -1.623
O -2.291 -1.667 -0.885

highest occupied orbital energy: -0.5753 hartree
2S+1: 1
E_LUMO: -3.1 eV
Kohn-Sham gap: 12.59 eV
charge: +1

Computed Mulliken charges, given in elementary charges:
1 C -1.50
2 C 0.78
3 N -0.05
4 C -0.92
5 C -1.50
6 H 0.36
7 H 0.35
8 H 0.33
9 H 0.10
10 H 0.37
11 H 0.38
12 H 0.32
13 H 0.41
14 H 0.37
15 H 0.39
16 H 0.44
17 H 0.42
18 H 0.31
19 H 0.31
20 O -0.67

***

Run three
Computed, not measured: a cluster of 2 separate species, C4H14NO in total, with the ωB97M-V functional and the def2-TZVPD basis.

CARTESIAN COORDINATES (ANGSTROEM)
C 0.129 0.838 0.499
C -0.510 0.847 -0.871
C -1.933 0.327 -0.851
C -2.102 -0.930 -1.771
N 0.528 -0.591 0.896
H -0.413 1.215 1.362
H 1.083 1.365 0.529
H 0.079 0.239 -1.566
H -0.351 1.848 -1.278
H -2.683 1.039 -1.200
H -2.317 0.014 0.123
H -1.510 -1.731 -1.312
H -3.137 -1.260 -1.740
H -1.740 -0.726 -2.773
H 0.523 -1.262 0.117
H 1.464 -0.581 1.317
H -0.098 -1.055 1.568
H 3.609 0.619 1.460
H 3.787 -0.778 2.009
O 3.104 -0.186 1.661

highest occupied orbital energy: -0.5580 hartree
2S+1: 1
E_LUMO: -3.2 eV
Kohn-Sham gap: 11.99 eV
charge: +1

Computed Mulliken charges, given in elementary charges:
1 C -0.65
2 C -0.68
3 C -0.39
4 C -1.18
5 N -0.25
6 H 0.40
7 H 0.28
8 H 0.45
9 H 0.37
10 H 0.37
11 H 0.30
12 H 0.25
13 H 0.37
14 H 0.35
15 H 0.34
16 H 0.29
17 H 0.41
18 H 0.31
19 H 0.31
20 O -0.65

***

Which one is most stable, and which one is least stable? run three is the most stable of them, while run two is the least stable.

***

Run one
Computed, not measured: the ion C3H10NOS with charge +1, with the ωB97M-V functional and the def2-TZVPD basis.

CARTESIAN COORDINATES (ANGSTROEM)
C -0.966 -1.279 0.927
O -1.540 -2.306 0.016
C -0.496 -0.111 0.114
C 0.503 0.745 0.908
S 1.281 1.929 -0.322
N -0.002 -0.662 -1.194
H -1.879 -1.017 1.459
H -0.355 -1.777 1.695
H -1.447 -3.106 0.548
H -1.382 0.491 -0.082
H -0.090 1.205 1.696
H 1.294 0.134 1.315
H 0.981 3.026 0.435
H -0.799 -0.761 -1.826
H 0.669 -0.113 -1.743
H 0.441 -1.579 -1.096

SMILES: [NH3+][C@@H](CO)CS
highest occupied orbital energy: -0.4979 hartree
2S+1: 1
E_LUMO: -3.5 eV
Kohn-Sham gap: 10.02 eV
charge: +1

Computed Mulliken charges, given in elementary charges:
1 C -0.73
2 O -0.52
3 C 0.20
4 C -0.85
5 S -0.24
6 N -0.30
7 H 0.35
8 H 0.45
9 H 0.33
10 H 0.20
11 H 0.46
12 H 0.38
13 H 0.21
14 H 0.36
15 H 0.35
16 H 0.34

***

Run two
Computed, not measured: a cluster of 2 separate species, C3H10NOS in total, with the ωB97M-V functional and the def2-TZVPD basis.

CARTESIAN COORDINATES (ANGSTROEM)
C 1.313 0.971 0.251
C -3.083 0.432 -0.354
C -0.579 -0.533 0.294
N -0.084 0.649 0.100
O 3.045 -1.707 -0.113
S -2.170 -1.056 0.145
H 1.623 1.631 -0.556
H 1.479 1.483 1.200
H 1.912 0.062 0.221
H -2.724 0.795 -1.312
H -3.020 1.192 0.419
H -4.119 0.120 -0.459
H 0.114 -1.321 0.572
H -0.693 1.421 -0.155
H 3.114 -2.520 -0.624
H 3.873 -1.619 0.369

highest occupied orbital energy: -0.5287 hartree
2S+1: 1
E_LUMO: -4.1 eV
Kohn-Sham gap: 10.27 eV
charge: +1

Computed Mulliken charges, given in elementary charges:
1 C -0.49
2 C -0.93
3 C 0.18
4 N -0.11
5 O -0.64
6 S 0.09
7 H 0.32
8 H 0.32
9 H 0.05
10 H 0.35
11 H 0.35
12 H 0.35
13 H 0.28
14 H 0.25
15 H 0.31
16 H 0.31

***

Which one is most stable, and which one is least stable? run two is the most stable of them, while run one is the least stable.

***

Run one
Computed, not measured: a cluster of 6 separate species, H12O5S in total, with the ωB97M-V functional and the def2-TZVPD basis.

CARTESIAN COORDINATES (ANGSTROEM)
S -5.006 0.241 3.251
H -4.799 -0.338 2.068
H -4.796 -0.896 3.834
H 0.551 0.503 -1.398
H 1.729 0.152 -0.627
O 0.876 -0.218 -0.869
H 3.098 -1.707 2.132
H 2.932 -0.868 0.945
O 2.743 -0.858 1.873
H 3.002 -4.188 -1.526
H 2.426 -2.783 -1.120
O 2.436 -3.705 -0.911
H 1.271 4.921 -1.537
H 2.302 5.572 -2.384
O 2.254 4.951 -1.663
H 0.540 -0.101 -4.819
H -0.090 -0.953 -3.736
O 0.696 -0.487 -3.973

SMILES: O.O.O.O.O.S
highest occupied orbital energy: -0.3561 hartree
2S+1: 1
E_LUMO: 0.4 eV
Kohn-Sham gap: 10.11 eV
charge: 0

Computed Mulliken charges, given in elementary charges:
1 S -0.27
2 H 0.14
3 H 0.13
4 H 0.30
5 H 0.27
6 O -0.58
7 H 0.32
8 H 0.28
9 O -0.60
10 H 0.32
11 H 0.31
12 O -0.63
13 H 0.32
14 H 0.32
15 O -0.64
16 H 0.30
17 H 0.32
18 O -0.61

***

Run two
Computed, not measured: a cluster of 6 separate species, H12O5S in total, with the ωB97M-V functional and the def2-TZVPD basis.

CARTESIAN COORDINATES (ANGSTROEM)
S -4.430 -0.453 -0.396
H -3.725 -0.070 0.682
H -4.892 -1.531 0.255
H 1.551 -0.124 -2.541
H 1.132 -1.226 -1.572
O 1.904 -0.867 -2.038
H 1.725 0.766 1.944
H 2.259 0.511 3.407
O 1.677 0.178 2.718
H -0.893 -1.451 0.709
H 0.425 -0.642 0.845
O -0.146 -1.108 0.210
H 2.407 0.323 -0.425
H 1.337 1.423 -0.438
O 1.891 0.898 0.166
H -0.632 0.688 -0.550
H -1.036 1.196 -1.879
O -0.553 1.491 -1.097

SMILES: O.O.O.O.O.S
highest occupied orbital energy: -0.3729 hartree
2S+1: 1
E_LUMO: 0.3 eV
Kohn-Sham gap: 10.49 eV
charge: 0

Computed Mulliken charges, given in elementary charges:
1 S -0.29
2 H 0.13
3 H 0.15
4 H 0.32
5 H 0.33
6 O -0.68
7 H 0.34
8 H 0.30
9 O -0.68
10 H 0.27
11 H 0.41
12 O -0.61
13 H 0.34
14 H 0.31
15 O -0.66
16 H 0.37
17 H 0.31
18 O -0.67

***

Which one is most stable, and which one is least stable? run two is the most stable of them, while run one is the least stable.

***

Run one
Computed, not measured: a cluster of 2 separate species, C3H4OS in total, with the ωB97M-V functional and the def2-TZVPD basis.

CARTESIAN COORDINATES (ANGSTROEM)
C 0.988 0.892 -0.300
C 0.505 -0.510 -0.774
C -0.248 0.381 0.131
O 1.874 1.639 -0.088
S -1.902 0.732 -0.184
H 0.272 -0.796 -1.850
H 1.228 -1.338 -0.428
H -0.156 0.145 2.172
H -2.041 1.837 0.652

highest occupied orbital energy (spin up / spin down): -0.3353 / -0.3086 hartree
2S+1: 1
E_LUMO (spin up / spin down): -1.3 / -0.9 eV
Kohn-Sham gap (spin up / spin down): 7.86 / 7.53 eV
charge: 0

Computed Mulliken charges, given in elementary charges:
1 C 0.57
2 C -0.58
3 C -0.10
4 O -0.43
5 S -0.19
6 H 0.26
7 H 0.20
8 H 0.11
9 H 0.17

***

Run two
Computed, not measured: an isolated molecule of C3H4OS, with the ωB97M-V functional and the def2-TZVPD basis.

CARTESIAN COORDINATES (ANGSTROEM)
C 0.659 -0.059 0.066
C 1.201 1.169 0.085
C -0.215 -1.127 -0.119
O -2.255 0.683 -0.671
S -1.761 -0.075 0.494
H 0.569 1.985 0.413
H 2.311 1.101 0.096
H -0.400 -1.730 -0.944
H -0.109 -1.947 0.580

highest occupied orbital energy (spin up / spin down): -0.2979 / -0.2790 hartree
2S+1: 1
E_LUMO (spin up / spin down): -0.3 / -0.6 eV
Kohn-Sham gap (spin up / spin down): 7.81 / 6.95 eV
charge: 0

Computed Mulliken charges, given in elementary charges:
1 C 0.03
2 C -0.64
3 C -0.39
4 O -0.47
5 S 0.24
6 H 0.30
7 H 0.25
8 H 0.39
9 H 0.29

***

Which one is most stable, and which one is least stable? run two is the most stable of them, while run one is the least stable.

***

Run one
Computed, not measured: a structure of composition C3H4Ag5BBr2F4O3, with the ωB97M-V functional and the def2-TZVPD basis.

CARTESIAN COORDINATES (ANGSTROEM)
Ag -1.021 -3.300 0.028
Ag 2.372 -2.965 -0.769
Ag 1.901 -1.495 2.633
Ag 2.160 0.213 -2.058
Ag -1.504 -0.045 -1.296
C 0.776 -0.391 0.297
O -0.124 -1.226 0.713
O 0.499 0.718 -0.281
O 2.005 -0.836 0.273
B 1.357 -4.462 1.632
F 0.974 -4.759 0.289
F 1.761 -5.571 2.289
F 2.390 -3.473 1.609
F 0.218 -3.870 2.252
Br -0.413 5.689 -0.253
C -1.146 3.894 -0.458
C -2.267 3.945 -1.466
Br -3.096 2.196 -1.635
H -1.540 3.586 0.511
H -0.376 3.160 -0.691
H -1.929 4.291 -2.442
H -2.997 4.701 -1.176

highest occupied orbital energy: -0.5515 hartree
2S+1: 1
E_LUMO: -9.4 eV
Kohn-Sham gap: 5.62 eV
charge: +2

Computed Mulliken charges, given in elementary charges:
1 Ag 0.82
2 Ag 0.76
3 Ag 0.79
4 Ag 0.75
5 Ag 0.54
6 C 1.21
7 O -0.76
8 O -0.67
9 O -0.91
10 B 1.00
11 F -0.52
12 F -0.26
13 F -0.49
14 F -0.47
15 Br -0.07
16 C -0.58
17 C -0.53
18 Br -0.08
19 H 0.37
20 H 0.22
21 H 0.42
22 H 0.43

***

Run two
Computed, not measured: a structure of composition C3H4Ag5BBr2F4O3, with the ωB97M-V functional and the def2-TZVPD basis.

CARTESIAN COORDINATES (ANGSTROEM)
Ag 0.661 -1.240 -4.124
Ag 0.332 1.711 1.088
Ag -2.536 -0.385 -2.204
Ag 3.070 0.286 -1.735
Ag -0.414 2.651 -2.432
C 0.085 -0.255 -1.070
O -0.767 0.710 -0.948
O -0.127 -1.151 -1.986
O 1.186 -0.179 -0.432
B 0.737 3.961 -0.568
F 0.728 4.906 -1.564
F -0.571 3.406 -0.392
F 1.550 2.824 -0.944
F 1.163 4.435 0.658
Br -0.042 -0.634 2.910
C 0.048 -2.416 2.116
C -1.329 -3.029 2.164
Br -1.257 -4.796 1.241
H 0.907 -2.977 2.470
H 0.262 -2.230 1.063
H -1.979 -2.451 1.517
H -1.709 -3.148 3.173

highest occupied orbital energy: -0.5498 hartree
2S+1: 1
E_LUMO: -9.5 eV
Kohn-Sham gap: 5.43 eV
charge: +2

Computed Mulliken charges, given in elementary charges:
1 Ag 0.78
2 Ag 0.68
3 Ag 0.71
4 Ag 0.76
5 Ag 0.71
6 C 1.39
7 O -0.76
8 O -0.87
9 O -0.75
10 B 0.68
11 F -0.27
12 F -0.52
13 F -0.31
14 F -0.31
15 Br -0.10
16 C -0.42
17 C -0.57
18 Br -0.13
19 H 0.45
20 H 0.13
21 H 0.30
22 H 0.41

***

Which one is most stable, and which one is least stable? run one is the most stable of them, while run two is the least stable.